--- one ---
DFT (ωB97M-V with the def2-TZVPD basis set) results for a 2-piece molecular cluster, C2H10N4 overall.

Positions of all 16 atoms, in Å:
C  2.460  -1.266  1.302
C  -1.501  1.888  0.181
N  -1.860  -0.893  -1.991
N  1.512  -0.593  0.367
N  -2.109  0.102  -1.216
N  -1.268  0.952  -0.854
H  3.240  -0.531  1.655
H  2.144  -1.851  2.222
H  3.236  -2.065  0.911
H  -0.984  1.430  1.098
H  -1.026  2.802  -0.189
H  -2.569  2.138  0.234
H  2.035  -0.250  -0.460
H  -0.981  -0.746  -2.528
H  0.795  -1.297  0.228
H  -3.124  0.178  -0.961

Output
E_HOMO (spin up / spin down), eV: -8.33 / -8.33
HOMO-LUMO gap (spin up / spin down), eV: 9.4 / 9.4
Charge: 0

Results of the Mulliken charge analysis, in e, for atoms 1 through 6:
1 C -0.777
2 C -0.660
3 N -0.832
4 N -0.419
5 N 0.628
6 N -0.517

=====

--- two ---
DFT (ωB97M-V with the def2-TZVPD basis set) results for a 2-piece molecular cluster, C2H10N4 overall.

Positions of all 16 atoms, in Å:
H  -2.074  0.441  -1.456
N  -2.836  0.266  -0.780
N  -2.407  -0.485  0.143
N  -3.330  -0.976  1.005
H  -4.288  -0.856  0.927
H  -3.060  -1.534  1.769
C  1.196  -0.891  -0.399
N  0.718  0.308  0.305
C  0.857  1.565  -0.517
H  0.905  -1.748  0.036
H  0.851  -0.898  -1.438
H  2.312  -0.962  -0.671
H  -0.275  0.222  0.440
H  0.473  2.438  0.062
H  1.831  1.893  -0.798
H  0.220  1.355  -1.392

Output
E_HOMO, eV: -8.54
HOMO-LUMO gap, eV: 9.6
SMILES: [H]/N=N/N.CNC
Charge: 0

Results of the Mulliken charge analysis, in e, for atoms 1 through 6:
1 H 0.251
2 N -0.678
3 N 0.513
4 N -0.535
5 H 0.241
6 H 0.178

=====

--- three ---
DFT (ωB97M-V with the def2-TZVPD basis set) results for a 3-piece molecular cluster, C2H10N4 overall.

Positions of all 16 atoms, in Å:
C  -0.500  -0.517  -1.441
N  0.510  -1.488  0.174
N  0.461  0.369  -1.814
N  -1.578  -0.007  -0.823
H  -0.609  -1.409  -2.044
H  0.620  1.088  -1.109
H  -1.264  0.636  0.008
H  -2.298  -0.673  -0.586
H  1.452  -1.848  0.047
H  -0.051  -2.205  0.626
H  1.309  -0.033  -2.182
C  0.348  1.646  2.111
N  0.104  0.981  1.079
H  0.493  -0.509  0.748
H  1.023  1.293  2.920
H  -0.021  2.676  2.288

Output
E_HOMO, eV: -6.57
HOMO-LUMO gap, eV: 7.3
Charge: 0

Results of the Mulliken charge analysis, in e, for atoms 1 through 6:
1 C 0.004
2 N -0.726
3 N -0.450
4 N -0.474
5 H 0.316
6 H 0.355

=====

--- four ---
DFT (ωB97M-V with the def2-TZVPD basis set) results for a single C2H10N4 molecule.

Positions of all 16 atoms, in Å:
C  -0.147  1.314  1.814
N  -0.243  -0.069  1.366
C  0.798  -0.505  0.516
N  0.004  -0.478  -0.856
N  -0.569  -1.608  -1.517
N  0.046  0.718  -1.602
H  -1.052  1.560  2.372
H  -0.060  2.028  0.981
H  0.716  1.448  2.474
H  -0.957  -0.160  0.355
H  1.653  0.172  0.425
H  1.026  -1.571  0.637
H  -1.169  -2.085  -0.843
H  0.177  -2.251  -1.768
H  -0.891  0.901  -1.960
H  0.668  0.586  -2.396

Output
E_HOMO, eV: -7.78
HOMO-LUMO gap, eV: 8.8
SMILES: CNCN(N)N
Charge: 0

Results of the Mulliken charge analysis, in e, for atoms 1 through 6:
1 C -0.796
2 N -0.549
3 C -0.460
4 N 0.244
5 N -0.708
6 N -0.596

=====

Name the least stable of them. four.